1.
98
Properties=species:S:1:pos:R:3 method="wB97M-V/def2-TZVPD" homo_lumo_gap_ev=6.66 homo_energy_ev=-8.51 e_tot_ev=-3401556.0610 relative_energy_kcal_mol=120.9
Br -4.04623 -0.49362 5.79269
Br -13.12041 0.63055 -8.76017
Br -1.38699 -0.39860 4.00237
Br 6.83946 5.90539 -1.79004
Br 4.76934 4.54644 -5.65310
Br -1.15495 1.94600 -4.28295
Br -0.10555 -7.71567 3.93969
Br 5.78148 -9.51299 0.26742
Br 4.36019 -1.92030 13.54952
Br 4.04454 0.67723 11.69635
Br -8.53411 0.94972 6.43930
Br 7.69692 3.00639 -2.86056
Br 3.56050 1.01303 -5.62724
Br 3.54493 -4.39502 2.62988
Br 1.17118 -1.10549 -5.94988
Br -7.75055 -2.00139 5.45348
Br 1.80249 2.01025 9.17831
Br 2.01977 -9.21680 2.06269
Br -8.97941 -0.92865 -4.30003
Br -3.32337 -2.95198 3.86160
Br -2.44631 5.15059 1.67299
Br -4.30973 2.53379 -4.40106
Br -0.61795 -2.52145 -11.19652
Br 1.40524 -4.03918 5.00341
Br 3.87866 7.44568 -4.60395
Br -10.37697 -0.59930 -7.64194
Br 2.61705 4.80910 -3.28418
Br 1.93176 0.03424 -3.04008
Br -7.72970 1.68856 -5.66965
Br 3.54008 -0.60484 8.52181
Br 0.68703 5.49041 1.08584
Br 3.32456 -10.91915 -1.24436
Br 2.85147 -8.31838 5.02772
Br 3.28033 1.73391 6.34349
Br -6.81245 -1.22673 -6.64679
Br 0.49279 -3.81623 -8.47916
Br -2.58595 3.50463 -1.87798
Br -0.85897 6.34149 -4.11398
Br 2.68287 -1.42588 3.58556
Br 1.82505 -1.13722 -9.64555
Br -12.74011 0.15632 -5.60992
Br 6.45283 0.49765 13.80850
Br -7.20528 0.52720 3.54932
Br 5.54412 3.27046 -0.49733
Br -1.00947 7.61405 -7.05490
Br -0.85262 7.65557 2.88617
Br 4.45601 -12.16764 1.48941
Br 0.50560 4.82401 -6.59593
S 1.47804 1.58207 4.04381
N 2.77602 0.60527 3.51391
N 0.35224 1.65830 2.76293
N -1.93479 0.20799 0.77776
C 7.11262 4.04170 -1.33202
C 0.03038 6.53801 -5.82579
C 2.96579 -3.29499 4.12367
C 1.76382 -7.91738 3.47596
C 4.17313 5.58896 -4.13346
C 5.28093 -0.49019 12.62375
C -0.95800 1.06040 0.00068
C 0.48590 0.49298 0.38300
C -8.34445 -0.23600 4.91953
C 3.16548 -0.60780 1.11899
C 4.88449 -11.18442 -0.12453
C 2.37985 0.23716 2.13415
C 1.20925 -0.34172 -0.61692
C -3.20869 -1.03628 4.13296
C 1.00004 0.84822 1.78479
C -12.29201 -0.46070 -7.39081
C 3.33464 1.29804 8.23074
C -7.42409 -0.15391 -5.15392
C 0.93350 -2.80322 -10.07212
C 1.85267 0.40351 -4.94542
C 2.60469 -0.90782 -0.23121
C -2.58406 3.15564 -3.77976
C -0.75067 5.79801 2.34776
H -12.69977 -1.46251 -7.49245
H 0.73724 -0.56958 -1.65277
H 5.58203 -11.79419 -0.69169
H 1.63646 -3.40203 -10.64437
H 3.77363 -3.30095 4.85351
H -2.77699 0.05464 0.21105
H -1.47748 -0.71957 0.80180
H -1.01443 2.15068 0.33128
H 0.95927 7.07244 -5.64152
H -3.76717 -0.56711 3.32674
H 4.21674 1.78055 8.64400
H -6.62540 -0.14950 -4.41711
H 4.97631 5.56876 -3.40081
H 4.18731 -1.02148 1.37131
H -1.10720 0.97523 -1.11943
H 7.91367 4.00843 -0.59878
H -0.52146 5.21977 3.23880
H -2.38860 4.10136 -4.27769
H 3.16354 -1.52839 -0.99147
H 5.90945 -0.95317 11.86784
H 2.10080 -6.95777 3.09120
H -9.33180 -0.35247 4.48179
H 1.14792 1.21888 -5.07995


2.
19
Properties=species:S:1:pos:R:3 method="wB97M-V/def2-TZVPD" homo_lumo_gap_ev=9.82 homo_energy_ev=-13.24 e_tot_ev=-8979.6872 charge=+1 relative_energy_kcal_mol=16.6
Cs -0.03443 -1.05285 0.59820
O 0.89424 -3.28566 -3.18607
O -1.51521 0.84512 2.36302
C -1.20787 2.28831 4.23528
C -0.90430 2.03918 2.71593
C 1.67454 -2.17247 -3.66734
C 0.83717 -0.96304 -3.38223
H -0.75446 1.66920 5.00939
H 1.71791 -2.32804 -4.74531
H -0.97828 3.33604 4.42930
H 1.30800 -0.03452 -3.70517
H 0.16361 1.82196 2.73751
H -2.41124 0.81236 2.70604
H 2.69339 -2.12269 -3.28321
H 1.47496 -4.04668 -3.11391
H 0.59482 -0.86463 -2.32408
H -2.28007 2.17683 4.39672
H -1.17145 2.92910 2.14605
H -0.10133 -1.04752 -3.93014


3.
78
Properties=species:S:1:pos:R:3 method="wB97M-V/def2-TZVPD" homo_lumo_gap_ev=1.86 homo_energy_ev=-11.50 e_tot_ev=-59873.9544 charge=+1
Tl 0.24252 -1.22653 0.53727
O -1.63517 1.32910 0.94715
O 3.36604 -0.08436 1.65596
O 2.34146 -1.99428 -1.68494
O 6.24240 -3.36378 -0.43804
O 4.43084 -5.64282 -0.94899
O -1.58350 3.04523 -0.42678
O -2.58876 -2.54473 -0.22095
O 4.78312 -2.28606 -1.74662
O 3.52813 -2.12610 -3.71042
O 3.39811 -4.08405 -2.19533
O -0.45624 1.27272 -0.80745
O 2.08074 -0.93887 -4.95957
O 0.50568 -0.93767 -2.48122
N 2.74026 1.08586 1.33937
N -1.23850 1.94467 -0.07860
N -3.42292 -1.47975 -0.41562
C 2.19817 3.93118 1.21958
C -2.46243 -1.08002 -2.65383
C 2.61871 3.09452 0.00340
C 1.30021 0.88518 3.30335
C 3.45743 1.79717 0.25516
C -3.45745 -1.15597 2.05818
C -4.26352 -1.29520 0.74082
C 4.89766 2.19407 0.69393
C -5.23965 -2.49555 0.99334
C 2.37972 -1.50158 -3.95567
C 1.49075 3.04388 2.22654
C 5.26860 -3.35653 -1.12886
C -5.52246 0.42721 -0.73090
C 3.36223 1.04438 -1.05249
C -5.05125 0.09362 0.67903
C 4.42589 -4.59642 -1.51813
C -4.83620 -1.95846 -2.45366
C 1.58988 -1.43599 -2.61708
C -3.73430 -1.09724 -1.78972
C 3.43430 2.17874 3.56867
C -4.30977 0.33553 -1.62931
C 2.33428 1.78166 2.57287
B 3.49505 -2.64038 -2.36058
H -4.34871 0.82843 1.07111
H -1.98701 -2.05760 -2.61800
H -5.80424 -2.42643 1.92201
H 3.00493 2.46504 4.52370
H 1.70772 -0.06101 3.65812
H 3.94640 0.11586 -1.07056
H 5.38401 1.55800 1.43536
H -5.32099 -1.48106 -3.30500
H 4.00086 3.06244 3.27366
H -5.91569 0.16952 1.34017
H -2.84987 -0.24614 2.04955
H -6.29153 -0.26701 -1.07815
H -6.00855 1.40275 -0.73603
H 1.28599 3.66965 3.09892
H 0.48823 2.85801 1.83272
H -2.63854 -1.87630 2.12883
H -4.67096 -3.41083 1.19457
H 1.62499 4.78438 0.86098
H 3.15380 3.73917 -0.69761
H 0.28868 0.88762 2.88910
H -3.56164 1.00911 -1.20614
H -4.47306 -2.93066 -2.79749
H -1.76904 -0.33428 -2.27146
H -4.49846 0.61624 -2.66695
H 3.90920 1.54824 -1.85244
H -5.94851 -2.63969 0.18128
H -4.10033 -1.11154 2.93077
H -3.13665 -3.31203 0.03687
H -5.67456 -2.27146 -1.82873
H 5.48646 2.33648 -0.20887
H 4.88213 3.14531 1.22807
H 3.16719 4.32117 1.54842
H 4.14170 1.34684 3.56722
H 1.70394 2.86188 -0.55007
H -2.82910 -0.83391 -3.64779
H 4.17130 0.19708 2.13710
H 2.36384 0.76802 -1.38505
H 1.00601 1.40633 4.22195